The following is a quantum chemistry calculation of a 3-piece molecular cluster, C12H27I2N2O8P2 overall at a distorted geometry, from the OMol25 dataset.

Values from the calculation:
LUMO energy (eV): -4.754
HOMO level (eV): -11.726
Net charge: +1
2S+1: 1

Last columns: bonded neighbours and bond lengths (Å).
CARTESIAN COORDINATES (ANGSTROEM)
1 C -5.20 2.38 4.02  C2 1.558, H11 1.090, H12 1.090, H13 1.085
2 C -3.73 2.47 4.53  C1 1.558, I3 2.167, C4 1.546, H14 1.084
3 I -3.81 3.41 6.48  C2 2.167
4 C -2.89 3.38 3.61  C2 1.546, C5 1.499, H15 1.093, H16 1.089
5 C -1.95 2.64 2.70  C4 1.499, C6 1.356, N10 1.373
6 C -2.03 1.34 2.32  C5 1.356, N7 1.392, H17 1.072
7 N -0.95 1.17 1.46  C6 1.392, I8 2.043, C9 1.309
8 I -0.58 -0.63 0.57  N7 2.043
9 C -0.28 2.29 1.35  N7 1.309, N10 1.337, H18 1.076
10 N -0.85 3.22 2.12  C5 1.373, C9 1.337, H19 1.007
11 H -5.29 2.76 3.00  C1 1.090
12 H -5.54 1.34 4.02  C1 1.090
13 H -5.87 2.95 4.66  C1 1.085
14 H -3.35 1.45 4.62  C2 1.084
15 H -3.56 3.95 2.97  C4 1.093
16 H -2.36 4.11 4.22  C4 1.089
17 H -2.76 0.62 2.61  C6 1.072
18 H 0.59 2.43 0.73  C9 1.076
19 H -0.51 4.16 2.21  N10 1.007
20 C 3.26 -0.72 0.02  O21 1.441, H28 1.090, H29 1.093, H30 1.093
21 O 4.33 -1.63 0.33  C20 1.441, P22 1.673
22 P 5.44 -1.26 1.53  O21 1.673, O23 1.474, O24 1.621, O26 1.644
23 O 6.69 -1.76 0.93  P22 1.474
24 O 4.81 -2.32 2.58  P22 1.621, C25 1.423
25 C 3.42 -2.29 2.89  O24 1.423, H31 1.092, H32 1.095, H33 1.088
26 O 5.94 -0.29 2.75  P22 1.644, C27 1.441
27 C 6.66 0.90 2.38  O26 1.441, H34 1.090, H35 1.089, H36 1.087
28 H 3.30 -0.49 -1.05  C20 1.090
29 H 2.31 -1.20 0.25  C20 1.093
30 H 3.34 0.21 0.58  C20 1.093
31 H 2.89 -3.02 2.28  C25 1.092
32 H 2.99 -1.30 2.72  C25 1.095
33 H 3.29 -2.54 3.94  C25 1.088
34 H 6.08 1.51 1.68  C27 1.090
35 H 7.62 0.64 1.93  C27 1.089
36 H 6.83 1.48 3.28  C27 1.087
37 C -2.78 -2.75 -6.91  O38 1.454, H45 1.088, H46 1.090, H47 1.090
38 O -3.14 -2.39 -5.55  C37 1.454, P39 1.667
39 P -1.95 -2.03 -4.44  O38 1.667, O40 1.492, O41 1.621, O43 1.668
40 O -2.57 -2.69 -3.26  P39 1.492
41 O -2.27 -0.44 -4.46  P39 1.621, C42 1.432
42 C -2.21 0.28 -5.69  O41 1.432, H48 1.091, H49 1.092, H50 1.087
43 O -0.47 -1.74 -3.72  P39 1.668, C44 1.436
44 C 0.30 -2.91 -3.41  O43 1.436, H51 1.089, H52 1.090, H53 1.089
45 H -3.23 -3.72 -7.15  C37 1.088
46 H -3.18 -2.00 -7.59  C37 1.090
47 H -1.70 -2.83 -7.05  C37 1.090
48 H -3.21 0.37 -6.12  C42 1.091
49 H -1.55 -0.20 -6.42  C42 1.092
50 H -1.83 1.28 -5.49  C42 1.087
51 H 0.47 -3.51 -4.30  C44 1.089
52 H -0.22 -3.51 -2.65  C44 1.090
53 H 1.26 -2.59 -3.01  C44 1.089

Results of the Löwdin charge analysis, in e, for atoms 1 through 5: C -0.163; C -0.743; I 0.884; C -0.209; C -0.208